Computed, not measured: one molecule with the formula C26H23N5O3S2, with wB97M-V/def2-TZVPD.

Net charge: 0
E_HOMO, eV: -7.906
Frontier orbital gap, Eh: 0.3101
LUMO, eV: 0.533

```
59
Properties=species:S:1:pos:R:3:forces:R:3
S 2.519 -2.234 -1.031 0.4 0.0 -0.2
S 1.127 1.556 -4.765 -0.6 0.6 0.2
O -4.359 -1.587 5.142 -0.1 0.0 0.2
O 2.635 -0.505 -4.266 0.3 -0.2 0.0
O 3.912 -1.548 5.204 0.0 -0.2 -0.2
N -0.188 -2.239 -1.214 0.9 -0.2 -0.1
N -2.150 0.755 -0.974 -0.2 -0.1 0.3
N 0.523 -2.105 0.858 -0.4 -0.1 -0.8
N -1.262 -2.161 -0.420 -1.0 -0.1 0.8
N 0.703 -0.528 -3.097 -0.3 0.2 0.0
C 0.005 2.887 -4.635 0.1 -0.4 0.2
C -0.765 1.439 -3.000 0.8 0.0 -0.9
C -2.345 -2.422 4.238 -0.2 0.1 0.2
C 2.205 -2.388 -2.828 0.0 0.0 0.4
C -1.641 5.052 -3.957 -0.2 -0.1 -0.1
C -1.537 1.036 -1.904 -0.3 -0.2 0.5
C 1.377 -1.945 1.967 0.4 0.3 0.5
C 2.016 -0.708 3.923 0.2 0.0 0.3
C -1.745 -1.957 1.958 -0.2 0.1 0.3
C 3.047 -1.613 4.163 -0.1 -0.1 -0.2
C 3.234 -2.683 3.283 0.1 0.2 0.2
C -2.930 -1.242 1.794 0.2 -0.1 0.1
C 0.880 -2.207 -0.453 -0.1 -0.1 -0.2
C 1.892 -1.054 -3.479 0.0 -0.3 0.1
C 1.189 -0.874 2.827 0.1 -0.2 -0.3
C 0.294 0.716 -3.509 0.1 0.3 -0.1
C -1.205 4.892 -5.411 0.2 0.1 0.1
C 3.784 -0.493 6.128 0.0 0.2 0.2
C -3.810 -1.110 2.848 -0.1 -0.1 0.2
C -3.523 -1.696 4.077 0.2 0.0 -0.3
C -1.464 -2.552 3.187 -0.2 0.1 -0.1
C -0.859 -2.073 0.817 0.1 -0.2 -0.4
C -1.994 3.693 -3.354 0.0 0.1 0.0
C -0.924 2.696 -3.666 0.1 0.0 -0.2
C 0.104 4.104 -5.489 0.0 0.1 -0.1
C 2.408 -2.850 2.195 -0.2 0.1 0.0
H 0.934 4.728 -5.139 0.0 0.0 -0.1
H 0.393 -0.170 2.640 -0.1 0.1 0.0
H -0.826 5.502 -3.386 0.0 0.1 0.0
H 0.324 3.824 -6.522 0.0 0.1 0.0
H -2.504 5.717 -3.894 0.0 0.0 0.0
H 3.925 0.480 5.648 0.0 0.0 0.0
H 1.848 0.131 4.577 0.0 0.1 0.1
H -5.140 -1.077 4.895 0.1 -0.1 0.0
H 3.126 -2.787 -3.249 -0.1 0.1 0.0
H 4.573 -0.649 6.862 -0.1 0.1 0.0
H -1.983 4.358 -5.962 0.0 0.0 -0.1
H 1.381 -3.090 -2.949 0.0 0.0 -0.1
H 0.098 -1.082 -2.466 0.2 0.0 -0.2
H -2.126 3.771 -2.272 -0.1 0.0 0.0
H -0.563 -3.133 3.319 0.1 0.0 0.0
H -4.726 -0.549 2.721 -0.1 0.1 0.0
H -2.145 -2.880 5.194 0.0 -0.1 0.1
H 2.812 -0.516 6.631 0.0 0.0 0.0
H -3.131 -0.785 0.838 0.0 0.1 -0.1
H 2.554 -3.682 1.523 0.0 -0.1 -0.1
H -1.072 5.870 -5.876 0.0 0.0 -0.1
H -2.943 3.337 -3.769 0.0 0.0 0.1
H 4.038 -3.373 3.479 0.1 -0.1 0.0
```
Forces are in eV/Å.



Computed, not measured: C26H24AsBaO6P as an isolated structure, with wB97M-V/def2-TZVPD.

Net charge: 0
E_HOMO, eV: -7.007
Frontier orbital gap, Eh: 0.2470
LUMO, eV: -0.286
Relative energy (zero: lowest compared OMol25 entry of this formula, charge and spin), kcal per mole: 13.6

```
59
Properties=species:S:1:pos:R:3:forces:R:3
Ba 1.065 2.244 -0.538 0.7 -0.1 -0.5
As -1.729 2.066 -2.969 -0.6 0.0 -0.1
P 0.933 -0.941 0.288 0.0 -0.1 0.0
O 0.477 6.500 3.514 0.0 0.0 0.0
O 2.339 2.549 1.548 0.1 0.2 0.3
O -1.704 4.909 2.264 0.1 0.1 0.0
O -0.551 2.438 1.213 -0.2 0.0 0.1
O 2.995 5.036 3.002 0.0 0.0 0.0
O -0.079 2.059 -2.774 -0.2 0.0 -0.3
C -2.611 1.486 -1.369 0.1 0.0 0.2
C 2.113 -2.128 -0.448 0.0 0.0 0.1
C -2.360 3.834 -3.375 0.1 0.0 0.0
C 1.036 -1.843 4.789 0.0 0.0 0.0
C -0.695 -1.550 -0.283 0.0 0.1 0.1
C -2.160 -2.194 -2.095 0.0 0.0 0.0
C -2.273 0.907 -4.400 0.1 0.0 0.0
C 2.765 -4.293 -1.286 0.0 0.0 0.0
C -3.247 -2.185 -1.230 0.0 0.0 0.0
C 1.299 -0.568 4.317 0.0 0.0 0.0
C -0.528 4.617 2.327 0.0 -0.1 -0.1
C 0.587 5.447 2.946 0.0 0.0 0.1
C 0.105 3.399 1.800 -0.3 0.1 0.2
C 3.415 -1.677 -0.656 -0.1 0.0 0.0
C -0.895 -1.868 -1.628 0.1 0.0 0.0
C 0.733 -2.871 3.902 0.0 0.0 0.0
C 1.883 4.685 2.686 0.1 -0.1 -0.1
C 4.386 -2.524 -1.166 0.0 0.0 0.0
C 1.258 -0.309 2.952 0.0 0.0 -0.1
C 1.509 3.445 1.966 0.1 0.0 0.3
C -1.794 -1.531 0.574 0.0 0.0 0.0
C -3.061 -1.847 0.102 0.0 0.0 0.0
C 4.060 -3.834 -1.487 0.0 0.0 0.0
C 1.798 -3.448 -0.765 0.0 0.0 0.0
C 0.693 -2.620 2.542 0.0 0.0 0.1
C 0.952 -1.335 2.063 0.0 0.0 0.0
H -1.660 -1.260 1.613 0.0 0.0 0.0
H 5.395 -2.163 -1.314 0.0 0.0 0.0
H -0.050 -1.875 -2.309 0.0 0.0 0.0
H -4.234 -2.441 -1.594 0.0 0.0 0.0
H 0.791 -3.819 -0.614 0.0 0.0 0.0
H 0.531 -3.868 4.272 0.0 0.0 0.0
H 1.472 0.685 2.574 0.0 0.0 0.0
H -3.905 -1.829 0.780 0.0 0.0 0.0
H 3.671 -0.655 -0.394 0.0 0.0 0.0
H -1.945 -0.102 -4.156 0.0 0.0 0.0
H 1.539 0.230 5.007 0.0 0.0 0.0
H -1.792 1.244 -5.317 0.0 0.0 0.0
H -2.212 4.467 -2.501 0.0 0.0 0.0
H 4.814 -4.496 -1.892 0.0 0.0 0.0
H -3.693 1.595 -1.420 0.0 0.0 -0.2
H 2.508 -5.316 -1.532 0.0 0.0 0.0
H -1.784 4.224 -4.212 0.0 0.0 0.0
H 1.067 -2.043 5.852 0.0 0.0 0.0
H -3.355 0.925 -4.519 0.0 0.0 0.0
H -2.367 0.435 -1.210 0.0 0.1 0.0
H -3.418 3.814 -3.631 0.0 0.0 0.0
H -2.245 2.081 -0.526 0.0 -0.1 0.0
H 0.458 -3.421 1.852 0.0 0.0 0.0
H -2.297 -2.467 -3.134 0.0 0.0 0.0
```
Forces are in eV/Å.



Computed, not measured: C26H24BrN4O9P2Se2Tc as an isolated structure, with wB97M-V/def2-TZVPD.

Net charge: +1
Spin multiplicity: 2
E_HOMO (alpha / beta), eV: -10.803 / -10.806
Frontier orbital gap (alpha / beta), Eh: 0.1954 / 0.2144
LUMO (alpha / beta), eV: -5.488 / -4.973

```
69
Properties=species:S:1:pos:R:3:forces:R:3
Tc 0.046 0.721 0.372 -1.4 -0.8 -0.4
Br 1.609 -0.057 -1.698 0.8 0.2 0.0
Se -2.618 1.195 -2.175 -0.4 -0.2 -0.2
Se -0.687 2.141 -3.001 0.3 0.1 -0.1
P 0.609 1.548 3.442 0.1 -0.2 0.7
P 2.759 2.172 1.601 0.6 0.3 0.4
O 1.275 0.098 3.690 -0.1 0.3 0.2
O 3.567 3.341 1.288 0.0 0.0 -0.1
O 0.024 2.118 4.643 -0.1 0.1 -0.1
O 1.833 1.627 0.497 -1.1 -0.5 0.4
O 1.792 2.459 2.861 0.0 -0.3 -0.1
O -1.583 -0.332 0.731 1.2 1.3 -0.2
O -4.048 -0.260 2.367 -0.1 0.1 0.2
O -0.349 1.320 2.245 0.6 0.0 -1.0
O 3.616 0.889 2.046 0.1 0.4 0.0
N -0.994 -1.024 -1.812 -0.5 -0.2 0.2
N 0.742 -1.123 0.944 0.7 -0.1 0.2
N -0.508 2.779 -0.227 0.2 0.0 -0.1
N -0.117 -1.804 1.740 -0.4 -0.3 -0.2
C 4.890 -2.114 0.022 0.2 -0.2 0.2
C 2.674 -1.068 -0.452 0.3 0.4 -0.4
C -2.347 -3.498 2.128 -0.1 0.0 0.0
C -1.312 -3.225 -2.662 0.1 0.0 0.1
C -2.458 -2.816 -3.326 0.0 0.0 0.0
C -2.534 -2.122 2.105 -0.1 0.3 -0.2
C -3.782 -1.584 2.450 0.2 -0.5 -0.1
C 1.909 -1.580 0.648 -0.2 -0.2 0.3
C -2.877 -1.499 -3.203 0.0 0.0 0.0
C -0.608 -2.291 -1.918 -0.2 -0.1 -0.1
C 0.652 5.268 -0.655 0.0 0.0 0.0
C -0.432 3.695 0.759 -0.1 0.1 0.0
C 4.880 -2.109 1.423 -0.1 0.1 -0.1
C 0.126 4.943 0.586 0.0 0.0 0.0
C -0.165 3.179 -1.465 -0.2 -0.1 0.1
C -3.368 -4.338 2.540 0.0 0.0 0.0
C -4.577 -3.794 2.956 0.1 -0.1 0.0
C 6.698 -3.681 1.456 0.0 0.0 0.0
C 5.855 -2.880 -0.644 -0.1 0.0 0.0
C 5.774 -2.894 2.129 0.0 0.0 0.0
C -2.104 -0.652 -2.425 0.1 0.2 0.1
C -1.420 -1.135 1.853 0.1 -0.5 0.8
C 0.451 4.394 -1.709 0.0 -0.1 0.0
C 3.941 -1.359 -0.782 -0.3 0.1 0.0
C 6.744 -3.663 0.068 0.1 0.0 0.0
C -4.787 -2.429 2.909 0.0 0.3 0.0
H -0.820 3.394 1.719 0.1 -0.1 0.0
H 0.255 -2.220 2.583 0.2 0.2 0.0
H 7.481 -4.255 -0.458 0.0 0.0 0.0
H -5.364 -4.445 3.312 0.0 0.0 0.0
H -3.016 -3.511 -3.937 0.0 0.0 0.0
H 7.391 -4.296 2.015 0.0 0.0 0.0
H 1.169 6.205 -0.812 0.0 0.0 0.0
H -3.214 -5.409 2.555 0.0 0.0 0.0
H 5.762 -2.876 3.211 0.0 0.0 0.0
H 4.215 -1.437 1.950 0.0 0.0 0.0
H -1.389 -0.475 2.736 -0.1 0.1 -0.1
H -5.720 -1.984 3.229 0.0 0.0 -0.1
H 2.301 -2.451 1.165 -0.1 -0.1 0.0
H 0.171 5.625 1.422 0.0 0.0 0.0
H 4.467 1.199 2.400 -0.1 -0.1 -0.1
H 5.881 -2.879 -1.727 0.0 0.0 0.0
H 4.288 -1.040 -1.759 0.0 0.0 0.0
H 0.297 -2.561 -1.382 0.0 -0.1 -0.1
H 1.446 0.025 4.643 0.0 -0.1 -0.2
H -3.337 0.213 1.921 0.0 0.0 -0.1
H -3.767 -1.134 -3.695 0.0 0.0 0.0
H -1.395 -3.913 1.824 0.0 0.0 0.0
H 0.748 4.640 -2.720 0.0 0.1 0.0
H -0.965 -4.247 -2.723 0.0 0.0 0.0
```
Forces are in eV/Å.



Computed, not measured: a 2-piece molecular cluster, C26H24Cl2N overall, with wB97M-V/def2-TZVPD.

Net charge: +1
E_HOMO, eV: -10.398
Frontier orbital gap, Eh: 0.1850
LUMO, eV: -5.364

```
53
Properties=species:S:1:pos:R:3:forces:R:3
Cl 4.232 -4.539 4.276 -0.1 -0.1 0.0
Cl -4.012 2.382 3.777 -0.2 0.0 0.0
N 0.608 1.418 -2.366 -0.6 -0.8 0.7
C -2.108 1.893 1.938 -0.3 0.1 0.2
C -1.366 -0.150 -2.102 -0.1 0.3 -0.1
C -1.588 -1.328 -1.381 0.4 -0.1 0.4
C -2.801 -1.986 -1.421 -0.6 -0.2 -0.3
C -0.991 1.234 1.483 0.5 0.0 -0.3
C 3.166 -3.476 3.467 -0.3 1.0 -0.1
C -2.614 1.580 3.211 0.8 -0.1 -0.2
C 0.009 0.338 -1.796 -0.4 -0.2 0.6
C -2.365 0.329 -2.955 -0.3 0.0 -0.2
C 0.982 -2.418 3.247 0.7 0.2 0.1
C -3.813 -1.512 -2.276 0.4 -0.1 0.1
C 0.546 -0.503 -0.813 0.4 0.1 -1.3
C 1.511 -1.512 2.268 -0.1 -0.9 -0.8
C 2.047 1.537 -2.417 0.5 0.0 0.0
C 1.854 -3.280 3.932 -0.4 0.1 -0.4
C -3.582 -0.373 -3.053 0.7 0.3 0.1
C 3.641 -2.737 2.372 -0.2 0.0 -0.1
C -1.921 0.699 4.053 0.2 0.0 -0.1
C 0.970 3.551 -3.335 -0.3 0.2 0.3
C 2.821 -1.787 1.793 0.2 0.3 0.1
C 0.850 -0.369 1.691 1.2 1.4 1.5
C -0.291 0.286 2.275 -0.7 0.3 0.0
C -0.739 0.103 3.614 -0.5 -0.1 -0.5
C 2.322 2.864 -3.136 0.3 -0.1 -0.2
C -0.346 -1.702 -0.598 0.0 -0.2 -0.3
C -0.095 2.482 -3.058 -0.3 0.1 -0.7
H 0.852 3.939 -4.349 0.1 0.0 0.2
H 2.784 2.656 -4.102 0.0 0.1 0.1
H -0.944 2.882 -2.476 0.4 -0.3 -0.1
H 0.120 -2.632 -0.965 -0.2 0.2 -0.1
H 2.474 0.691 -2.972 -0.1 0.0 0.1
H -0.606 1.433 0.475 -0.3 -0.1 0.4
H -2.192 1.235 -3.546 -0.4 -0.6 0.3
H -2.312 0.500 5.052 0.2 0.2 -0.2
H -4.330 -0.022 -3.758 0.0 -0.1 0.2
H 2.500 1.512 -1.421 -0.1 0.1 0.1
H 3.010 3.478 -2.556 0.0 0.0 -0.1
H -2.956 -2.885 -0.819 0.0 0.3 -0.2
H -0.138 -0.483 4.302 -0.2 0.1 -0.1
H -0.496 2.112 -4.011 0.1 0.1 0.1
H -2.600 2.651 1.324 0.1 -0.4 0.2
H -4.759 -2.053 -2.378 0.4 0.2 0.1
H -0.569 -1.900 0.447 -0.3 0.0 0.1
H 3.184 -1.199 0.943 0.0 -0.2 0.4
H -0.087 -2.444 3.465 0.4 0.2 0.2
H 4.654 -2.896 2.008 -0.3 0.0 0.1
H 0.838 4.384 -2.638 0.1 -0.1 -0.1
H 1.538 -3.805 4.836 -0.1 0.0 -0.5
H 1.615 -0.488 -0.636 -0.2 -0.3 -0.2
H 1.489 0.307 1.086 -0.6 -0.8 0.6
```
Forces are in eV/Å.